[1]
This record from OMol25 describes an isolated ion of composition C4H12N2O and charge +1. The level of theory is ωB97M-V/def2-TZVPD.

CARTESIAN COORDINATES (ANGSTROEM)
C 1.89 -0.57 0.68
O 2.18 -1.46 1.73
C 0.34 -0.28 0.50
C 0.30 0.65 -0.64
C -1.15 1.02 -1.06
N -1.99 1.53 0.07
N -0.40 -1.50 0.40
H 2.44 0.38 1.04
H 2.06 -1.04 -0.28
H 0.09 0.22 1.43
H 0.84 0.25 -1.46
H 0.68 1.61 -0.34
H -1.53 0.22 -1.55
H -0.97 1.78 -1.85
H -2.88 1.92 -0.31
H -2.46 0.68 0.48
H 2.17 -2.33 1.42
H -1.45 -1.17 0.32
H -0.17 -1.92 -0.58

**Frontier orbital gap (alpha / beta)**: 10.85 / 4.95 eV
**Total charge**: +1
**LUMO (alpha / beta)**: -3.330 / -9.172 eV
**Multiplicity**: 2

Electronic structure analysis, Mulliken charges in units of e: atom 1 (C): -0.7597, atom 2 (O): -0.3479, atom 3 (C): -0.0137, atom 4 (C): -0.5419, atom 5 (C): -0.9709, atom 6 (N): -0.6259, atom 7 (N): -0.3937, atom 8 (H): 0.3414, atom 9 (H): 0.4658, atom 10 (H): 0.3867, atom 11 (H): 0.4366, atom 12 (H): 0.4023, atom 13 (H): 0.5038, atom 14 (H): 0.4211, atom 15 (H): 0.2963, atom 16 (H): 0.2505, atom 17 (H): 0.3672, atom 18 (H): 0.3906, atom 19 (H): 0.3913

=====

[2]
This record from OMol25 describes a 2-piece molecular cluster, C4H12N2O2 overall. The level of theory is ωB97M-V/def2-TZVPD.

CARTESIAN COORDINATES (ANGSTROEM)
C 1.54 0.51 0.95
C 0.56 1.43 0.36
N -0.71 1.02 0.78
C -1.18 -0.33 0.58
C -0.80 -0.91 -0.78
N -1.03 -0.08 -2.02
O 0.86 1.50 -0.94
H 2.50 0.83 0.48
H 1.31 -0.50 0.56
H 1.60 0.49 2.02
H -1.41 1.75 0.69
H -2.24 -0.34 0.88
H -0.67 -1.00 1.30
H -1.06 -1.97 -0.94
H 0.32 -0.91 -0.67
H -1.95 0.43 -1.97
H -0.25 0.62 -1.98
H 1.15 -3.20 1.45
H 0.70 2.48 0.89
O 0.58 -2.68 0.86

**Frontier orbital gap**: 3.97 eV
**LUMO**: -4.651 eV

Electronic structure analysis, Mulliken charges in units of e: atom 1 (C): -1.0474, atom 2 (C): 0.0790, atom 3 (N): -0.0310, atom 4 (C): -0.6747, atom 5 (C): -0.2990, atom 6 (N): -0.6047, atom 7 (O): -0.6205, atom 8 (H): 0.3414, atom 9 (H): 0.2902, atom 10 (H): 0.3089, atom 11 (H): 0.2965, atom 12 (H): 0.4366, atom 13 (H): 0.2684, atom 14 (H): 0.4468, atom 15 (H): 0.2217, atom 16 (H): 0.2704, atom 17 (H): 0.4171, atom 18 (H): 0.2117, atom 19 (H): 0.3428, atom 20 (O): -0.6543

=====

[3]
This record from OMol25 describes C4H12N2O2 in the gas phase. The level of theory is ωB97M-V/def2-TZVPD.

CARTESIAN COORDINATES (ANGSTROEM)
C -0.69 0.73 -0.11
N -1.41 -0.48 0.19
C -2.65 -0.90 -0.35
O -3.72 0.01 -0.29
C 0.73 0.64 0.37
N 1.51 -0.44 -0.17
C 2.92 -0.40 0.24
O 3.51 0.85 0.04
H -1.09 1.53 0.51
H -0.68 0.99 -1.17
H -1.08 -1.07 0.92
H -2.60 -1.14 -1.42
H -2.91 -1.84 0.14
H -3.97 0.19 0.62
H 0.75 0.60 1.48
H 1.19 1.59 0.09
H 1.20 -1.38 0.03
H 2.98 -0.54 1.32
H 3.48 -1.18 -0.28
H 3.43 1.11 -0.88

**Frontier orbital gap**: 9.61 eV
**SMILES string**: OCNCCNCO
**LUMO**: 0.844 eV

Electronic structure analysis, Mulliken charges in units of e: atom 1 (C): -0.4358, atom 2 (N): -0.1622, atom 3 (C): -0.5788, atom 4 (O): -0.5231, atom 5 (C): -0.6272, atom 6 (N): -0.4029, atom 7 (C): -0.4468, atom 8 (O): -0.5268, atom 9 (H): 0.2270, atom 10 (H): 0.3860, atom 11 (H): 0.2408, atom 12 (H): 0.2988, atom 13 (H): 0.3531, atom 14 (H): 0.2929, atom 15 (H): 0.3363, atom 16 (H): 0.3236, atom 17 (H): 0.2351, atom 18 (H): 0.3626, atom 19 (H): 0.3286, atom 20 (H): 0.3189

=====

[4]
This record from OMol25 describes a 3-piece molecular cluster, C4H12N2O2 overall. The level of theory is ωB97M-V/def2-TZVPD.

CARTESIAN COORDINATES (ANGSTROEM)
C 1.18 0.78 -0.96
C 2.11 0.46 0.05
C 1.88 -0.29 1.15
O -0.41 1.04 1.95
N 0.02 0.20 -1.17
C -0.03 -1.28 -1.17
N -1.34 -1.68 -0.78
H -1.21 0.82 1.33
H 1.30 1.75 -1.45
H 3.09 0.93 -0.10
H 1.04 -0.94 1.21
H 2.68 -0.23 1.88
H -0.73 0.68 -0.63
H 0.65 -1.70 -0.44
H 0.38 -1.67 -2.09
H -1.91 -2.02 -1.53
H -1.77 -0.80 -0.36
H -3.27 0.54 0.76
H -0.16 1.95 1.78
O -2.39 0.51 0.41

**Frontier orbital gap**: 5.96 eV
**LUMO**: -2.322 eV

Electronic structure analysis, Mulliken charges in units of e: atom 1 (C): -0.1518, atom 2 (C): -0.1876, atom 3 (C): -0.5067, atom 4 (O): -0.6768, atom 5 (N): -0.1430, atom 6 (C): -0.3285, atom 7 (N): -0.5819, atom 8 (H): 0.3570, atom 9 (H): 0.4229, atom 10 (H): 0.3410, atom 11 (H): 0.3073, atom 12 (H): 0.3025, atom 13 (H): 0.3741, atom 14 (H): 0.2438, atom 15 (H): 0.3135, atom 16 (H): 0.2384, atom 17 (H): 0.3209, atom 18 (H): 0.1447, atom 19 (H): 0.2869, atom 20 (O): -1.0767

=====

[5]
This record from OMol25 describes C4H12N2O2 in the gas phase. The level of theory is ωB97M-V/def2-TZVPD.

CARTESIAN COORDINATES (ANGSTROEM)
C 0.01 0.45 -0.73
C 0.47 -0.72 1.55
C -0.56 0.07 0.64
C -1.11 1.42 -1.35
N 0.19 -0.68 -1.62
N 1.23 1.19 -0.57
O 0.78 -1.94 0.92
O -0.06 -0.95 2.83
H 1.32 -2.47 1.52
H -0.94 -1.35 2.73
H 1.37 -0.12 1.73
H -0.68 -1.17 -1.78
H 0.85 -1.34 -1.24
H 2.02 0.56 -0.44
H 1.40 1.75 -1.40
H -0.84 0.96 1.20
H -1.42 -0.59 0.51
H -1.07 2.38 -0.83
H -2.10 0.99 -1.29
H -0.87 1.57 -2.40

**Frontier orbital gap**: 9.89 eV
**SMILES string**: CC(N)(N)CC(O)O
**LUMO**: 0.745 eV

Electronic structure analysis, Mulliken charges in units of e: atom 1 (C): 0.8639, atom 2 (C): -0.0650, atom 3 (C): -0.8371, atom 4 (C): -1.6806, atom 5 (N): -0.6291, atom 6 (N): -0.6277, atom 7 (O): -0.5088, atom 8 (O): -0.5315, atom 9 (H): 0.3075, atom 10 (H): 0.3210, atom 11 (H): 0.3706, atom 12 (H): 0.2411, atom 13 (H): 0.2960, atom 14 (H): 0.2726, atom 15 (H): 0.2769, atom 16 (H): 0.2560, atom 17 (H): 0.4431, atom 18 (H): 0.4139, atom 19 (H): 0.3685, atom 20 (H): 0.4487

=====

[6]
This record from OMol25 describes a 2-piece molecular cluster, C4H12N2O2 overall. The level of theory is ωB97M-V/def2-TZVPD.

CARTESIAN COORDINATES (ANGSTROEM)
N -2.11 -0.72 1.71
C -1.33 0.34 1.08
C -1.23 0.28 -0.45
N -0.16 1.09 -0.92
C 1.19 1.55 -0.44
C 2.10 0.45 -0.07
O -2.08 -0.04 -1.27
H -1.42 -1.50 2.11
H -2.68 -1.23 1.02
H -0.46 0.83 1.55
H -2.06 1.21 1.38
H -0.22 1.32 -1.91
H 1.56 1.90 -1.32
H 1.06 2.33 0.35
H 2.80 0.93 0.54
H 1.61 -0.44 0.59
H 2.63 0.05 -0.98
H 0.16 -3.06 -1.77
H -0.01 -2.60 -0.23
O 0.63 -2.68 -0.99

**Frontier orbital gap**: 10.08 eV
**SMILES string**: CCNC(=O)CN.O
**LUMO**: 0.654 eV

Electronic structure analysis, Mulliken charges in units of e: atom 1 (N): -0.6420, atom 2 (C): -0.4974, atom 3 (C): 0.5592, atom 4 (N): -0.1920, atom 5 (C): -0.6386, atom 6 (C): -0.7412, atom 7 (O): -0.6305, atom 8 (H): 0.2501, atom 9 (H): 0.3100, atom 10 (H): 0.3795, atom 11 (H): 0.1954, atom 12 (H): 0.2219, atom 13 (H): 0.3835, atom 14 (H): 0.2770, atom 15 (H): 0.3581, atom 16 (H): 0.1330, atom 17 (H): 0.2972, atom 18 (H): 0.3132, atom 19 (H): 0.2948, atom 20 (O): -0.6312

=====

[7]
This record from OMol25 describes C4H12N2O2 as an isolated structure. The level of theory is ωB97M-V/def2-TZVPD.

CARTESIAN COORDINATES (ANGSTROEM)
C 0.39 -1.39 0.48
C 0.84 -0.09 1.76
C 0.38 1.27 1.63
O -0.99 -1.53 0.17
H -1.50 -1.03 0.82
H 0.70 -2.24 1.11
H 0.98 -1.51 -0.43
H 1.92 -0.22 1.74
H 0.41 -0.63 2.61
H -0.01 1.43 0.35
H 1.14 2.04 1.72
H -0.52 1.52 2.19
N -0.23 -0.50 -2.43
C 0.28 0.47 -1.62
O -1.80 1.15 -0.95
N -0.41 1.36 -0.97
H -2.19 1.39 -1.81
H 0.40 -1.25 -2.65
H -1.14 -0.84 -2.14
H 1.35 0.59 -1.56

**Frontier orbital gap**: 8.34 eV
**LUMO**: 0.716 eV

Electronic structure analysis, Mulliken charges in units of e: atom 1 (C): -0.6523, atom 2 (C): -0.5348, atom 3 (C): -0.9371, atom 4 (O): -0.4793, atom 5 (H): 0.3501, atom 6 (H): 0.3847, atom 7 (H): 0.2392, atom 8 (H): 0.3202, atom 9 (H): 0.4052, atom 10 (H): 0.2475, atom 11 (H): 0.3300, atom 12 (H): 0.2946, atom 13 (N): -0.5093, atom 14 (C): -0.0567, atom 15 (O): -0.4420, atom 16 (N): -0.3338, atom 17 (H): 0.3324, atom 18 (H): 0.3140, atom 19 (H): 0.2681, atom 20 (H): 0.4594

=====

[8]
This record from OMol25 describes C4H12N2O2 in the gas phase. The level of theory is ωB97M-V/def2-TZVPD.

CARTESIAN COORDINATES (ANGSTROEM)
C 0.25 0.11 -1.36
C 0.88 0.69 -0.15
C -1.28 0.73 1.49
C 2.31 0.24 0.08
N 0.06 0.21 1.33
N -1.35 -1.83 -0.37
O -0.11 -1.51 -0.93
O -0.93 0.70 -1.83
H -1.26 1.29 -1.14
H 0.91 -0.10 -2.20
H -0.02 -0.81 1.34
H 0.76 1.77 -0.08
H -1.30 -2.84 -0.20
H -2.05 -1.65 -1.09
H -2.01 0.30 0.79
H -1.29 1.82 1.36
H -1.64 0.53 2.51
H 2.65 0.57 1.07
H 2.41 -0.85 0.07
H 2.98 0.64 -0.69

**Frontier orbital gap**: 9.14 eV
**SMILES string**: CN[C@@H](C)[C@H](O)ON
**LUMO**: 0.872 eV

Electronic structure analysis, Mulliken charges in units of e: atom 1 (C): 0.0579, atom 2 (C): 0.1562, atom 3 (C): -0.8758, atom 4 (C): -1.5756, atom 5 (N): -0.4443, atom 6 (N): -0.4685, atom 7 (O): -0.3196, atom 8 (O): -0.5308, atom 9 (H): 0.3758, atom 10 (H): 0.3770, atom 11 (H): 0.3037, atom 12 (H): 0.4989, atom 13 (H): 0.2241, atom 14 (H): 0.2122, atom 15 (H): 0.2521, atom 16 (H): 0.3295, atom 17 (H): 0.3251, atom 18 (H): 0.4244, atom 19 (H): 0.2871, atom 20 (H): 0.3904

=====

Total energy
In order: -9359.467; -11409.297; -11416.701; -11413.208; -11417.964; -11416.192; -11412.993; -11413.989
Unit: eV
Energy relative to the best compared isomer or geometry (same formula, charge and spin)
In order: 68.0; 228.8; 58.0; 138.6; 28.9; 69.8; 143.5; 120.6
Unit: kcal per mole